(1)
Density functional theory data (ωB97M-V/def2-TZVPD) for a cluster of 10 separate species, C39H52N6O12 in total.

Positions of all 109 atoms, in Å:
N: -0.66 2.16 -3.65
C: -1.73 1.71 -2.86
C: -2.33 0.45 -3.06
C: -1.90 -0.32 -4.14
C: -0.86 0.15 -4.96
C: -0.24 1.41 -4.69
H: -2.19 2.35 -2.12
H: -3.14 0.13 -2.42
H: -2.32 -1.29 -4.38
H: -0.63 -0.39 -5.87
H: 0.61 1.69 -5.29
N: -1.96 2.71 2.01
C: -3.09 3.49 2.32
C: -3.76 3.33 3.47
C: -3.23 2.44 4.38
C: -2.02 1.69 4.18
C: -1.42 1.89 2.94
H: -3.52 4.15 1.58
H: -4.76 3.73 3.55
H: -3.78 2.27 5.29
H: -1.64 1.00 4.91
H: -0.62 1.27 2.57
N: -0.43 7.87 -0.42
C: 0.67 7.59 0.31
C: 1.13 6.24 0.28
C: 0.42 5.22 -0.44
C: -0.67 5.62 -1.22
C: -1.12 6.94 -1.16
H: 1.12 8.29 1.00
H: 1.95 5.87 0.89
H: 0.62 4.18 -0.23
H: -1.24 4.92 -1.81
H: -1.94 7.23 -1.79
C: -4.13 -1.96 4.89
C: -2.98 -2.08 5.81
O: -2.00 -2.43 4.91
C: -2.30 -1.91 3.74
O: -1.63 -2.01 2.76
O: -3.52 -1.58 3.70
H: -4.85 -1.26 5.30
H: -4.85 -2.77 4.78
H: -3.13 -2.95 6.45
H: -2.70 -1.13 6.27
C: 4.14 -4.20 -2.88
C: 3.67 -5.63 -2.51
O: 4.74 -6.17 -1.83
C: 5.63 -5.15 -1.52
O: 6.69 -5.26 -0.83
O: 5.26 -4.00 -2.09
H: 3.35 -3.51 -2.59
H: 4.32 -4.04 -3.95
H: 3.59 -6.17 -3.46
H: 2.76 -5.59 -1.92
C: 0.78 0.29 -0.07
C: -0.57 -0.29 -0.06
O: -0.44 -1.30 -1.00
C: 0.82 -1.43 -1.48
O: 1.20 -2.20 -2.41
O: 1.43 -0.28 -1.12
H: 1.37 0.15 0.84
H: 0.66 1.35 -0.32
H: -1.29 0.54 -0.04
H: -0.88 -0.82 0.84
C: 3.99 1.11 -3.24
C: 5.34 0.45 -3.15
O: 5.96 0.66 -4.34
C: 5.16 1.51 -5.14
O: 5.42 1.87 -6.28
O: 4.04 1.77 -4.48
H: 3.63 1.69 -2.39
H: 3.16 0.43 -3.40
H: 5.31 -0.64 -3.08
H: 5.80 0.76 -2.21
C: 4.37 3.88 1.29
C: 5.62 3.13 2.03
C: 5.13 2.33 3.23
C: 4.02 1.39 2.91
N: 3.11 0.70 2.59
H: 4.61 4.33 0.34
H: 3.99 4.58 2.03
H: 3.64 3.10 1.08
H: 6.36 3.87 2.33
H: 6.15 2.46 1.36
H: 4.66 2.99 3.96
H: 6.04 1.83 3.57
C: -6.54 0.15 0.08
C: -5.08 0.17 0.55
C: -4.36 -1.22 0.46
C: -5.04 -2.28 1.19
N: -5.58 -3.13 1.72
H: -7.15 -0.34 0.84
H: -6.78 -0.24 -0.91
H: -6.88 1.18 0.12
H: -5.12 0.52 1.58
H: -4.53 0.90 -0.05
H: -3.34 -1.08 0.82
H: -4.27 -1.54 -0.57
C: -1.79 -5.35 0.67
C: -0.97 -5.03 -0.62
C: 0.04 -6.01 -1.09
C: -0.50 -7.35 -0.86
N: -0.97 -8.38 -0.70
H: -2.42 -6.24 0.56
H: -2.50 -4.55 0.89
H: -1.10 -5.44 1.51
H: -0.50 -4.05 -0.53
H: -1.77 -4.97 -1.36
H: 0.95 -6.05 -0.49
H: 0.23 -6.10 -2.16

Values from the calculation:
- Net charge: 0
- Frontier orbital gap: 9.54 eV
- Structure (SMILES): O=C1OCCO1.O=C1OCCO1.O=C1OCCO1.O=C1OCCO1.c1ccncc1.c1ccncc1.c1ccncc1.CCCC#N.CCCC#N.CCCC#N
- Relative energy (zero: lowest compared OMol25 entry of this formula, charge and spin): 333.83 kJ/mol
- E_HOMO: -9.50 eV

(2)
Density functional theory data (ωB97M-V/def2-TZVPD) for a structure of composition C9H25CrO11.

Positions of all 46 atoms, in Å:
Cr: 0.50 -0.23 -0.03
O: 1.62 0.70 4.17
C: 0.98 -0.11 3.35
O: 0.30 -1.05 3.75
O: 0.97 0.13 2.16
H: 1.30 0.45 5.04
C: -0.38 2.88 0.55
C: -1.47 3.96 0.62
O: -0.96 5.11 1.26
O: -0.87 1.58 0.38
H: 0.15 3.00 1.50
H: 0.33 3.19 -0.21
H: -2.36 3.72 1.21
H: -1.89 4.12 -0.37
H: -1.60 5.78 1.01
H: -1.55 1.38 1.03
C: 2.19 1.28 -2.42
C: 3.15 1.24 -1.24
O: 2.65 0.23 -0.32
O: 0.85 1.41 -1.99
H: 2.14 0.37 -3.02
H: 2.38 2.11 -3.11
H: 3.09 2.23 -0.78
H: 4.18 1.16 -1.58
H: 3.18 0.36 0.47
H: 0.26 1.61 -2.72
C: -3.04 -2.68 -0.15
C: -2.66 -1.27 0.32
O: -1.30 -1.21 0.70
O: -3.29 -3.58 0.94
H: -2.28 -3.07 -0.82
H: -3.96 -2.62 -0.73
H: -3.35 -1.09 1.15
H: -2.90 -0.58 -0.49
H: -1.28 -1.77 1.48
H: -2.60 -3.44 1.60
C: 0.72 -2.34 -2.05
C: 0.89 -3.17 -0.78
O: 1.44 -2.27 0.27
O: -0.15 -1.17 -1.88
H: 0.26 -3.02 -2.77
H: 1.71 -2.05 -2.40
H: 1.53 -4.04 -0.97
H: -0.07 -3.49 -0.39
H: 1.52 -2.85 1.02
H: -0.32 -0.88 -2.77

Values from the calculation:
- Net charge: +1
- Frontier orbital gap (spin up / spin down): 7.85 / 7.88 eV
- Expectation value of S²: 6.00
- Relative energy (zero: lowest compared OMol25 entry of this formula, charge and spin): 189.76 kJ/mol
- E_HOMO (spin up / spin down): -10.99 / -11.01 eV
- Spin multiplicity: 5

(3)
Density functional theory data (ωB97M-V/def2-TZVPD) for a cluster of 3 separate species, C18H38BFN8O3 in total.

Positions of all 69 atoms, in Å:
C: 4.08 -2.96 -0.29
B: 2.82 -2.55 -1.26
O: 2.18 -3.69 -2.01
C: 2.25 -0.99 -1.50
C: 1.45 -1.14 -2.96
N: 0.83 -1.15 -4.12
C: 3.55 -0.07 -1.83
C: 3.26 1.15 -2.94
N: 4.46 2.11 -2.78
C: 1.32 -0.57 -0.24
C: 0.63 -2.02 0.25
N: -0.13 -3.02 0.56
C: 2.29 -0.23 1.08
C: 2.30 1.31 1.58
C: 3.09 2.39 0.64
F: 4.59 2.33 0.79
C: 0.22 0.59 -0.42
C: -1.03 0.45 -1.42
N: -0.82 1.18 -2.77
N: -1.56 -0.91 -1.76
N: -2.21 1.21 -0.77
H: 4.23 -4.14 -0.30
H: 5.04 -2.37 -0.61
H: 3.78 -2.71 0.84
H: 2.29 -4.54 -1.49
H: 4.32 -0.79 -2.39
H: 4.14 0.35 -0.92
H: 2.32 1.79 -2.67
H: 3.28 0.72 -4.03
H: 5.31 1.58 -3.09
H: 4.61 2.35 -1.78
H: 3.41 -0.55 0.91
H: 1.94 -0.87 2.03
H: 2.90 1.31 2.62
H: 1.25 1.78 1.87
H: 2.79 3.48 1.05
H: 2.80 2.39 -0.49
H: 0.79 1.59 -0.72
H: -0.26 0.79 0.66
H: 0.19 1.39 -2.88
H: -1.35 2.08 -2.76
H: -2.09 -1.35 -0.95
H: -2.18 -0.90 -2.60
H: -2.50 0.58 0.02
H: -1.79 2.05 -0.26
C: -2.71 4.77 -0.41
O: -1.49 4.88 -0.51
N: -3.53 5.64 0.28
C: -4.96 5.44 0.35
C: -2.95 6.77 0.96
H: -3.25 3.94 -0.89
H: -5.46 6.31 -0.08
H: -5.25 5.33 1.40
H: -5.27 4.55 -0.20
H: -2.43 7.40 0.22
H: -2.22 6.41 1.69
H: -3.72 7.36 1.46
C: -2.79 -6.50 4.26
O: -3.71 -6.82 5.01
N: -2.93 -5.77 3.10
C: -1.80 -5.43 2.27
C: -4.25 -5.32 2.71
H: -1.75 -6.79 4.47
H: -1.72 -4.34 2.20
H: -1.96 -5.85 1.27
H: -0.87 -5.82 2.68
H: -4.67 -4.69 3.50
H: -4.90 -6.19 2.58
H: -4.20 -4.75 1.77

Values from the calculation:
- Net charge: 0
- Frontier orbital gap: 9.19 eV
- Structure (SMILES): CB(O)[C@](C#N)(CCN)[C@@](C#N)(CCCF)CC(N)(N)N.CN(C)C=O.CN(C)C=O
- Relative energy (zero: lowest compared OMol25 entry of this formula, charge and spin): 669.54 kJ/mol
- E_HOMO: -9.04 eV

(4)
Density functional theory data (ωB97M-V/def2-TZVPD) for the molecule C4H6N2O.

Positions of all 13 atoms, in Å:
C: 0.55 1.20 1.77
C: 0.06 0.58 0.51
C: -0.48 1.08 -0.61
N: -0.66 0.09 -1.56
C: -0.19 -0.97 -0.98
N: -0.04 -2.21 -1.54
O: 0.26 -0.78 0.28
H: 1.63 1.34 1.75
H: 0.08 2.19 1.86
H: 0.29 0.63 2.67
H: -0.75 2.11 -0.80
H: -0.20 -3.01 -0.94
H: -0.53 -2.26 -2.42

Values from the calculation:
- Net charge: 0
- Frontier orbital gap: 9.10 eV
- Structure (SMILES): Cc1cnc(N)o1
- Relative energy (zero: lowest compared OMol25 entry of this formula, charge and spin): 51.10 kJ/mol
- E_HOMO: -8.15 eV

(5)
Density functional theory data (ωB97M-V/def2-TZVPD) for a cluster of 2 separate species, CH4NO2S in total.

Positions of all 9 atoms, in Å:
S: 2.05 -0.96 0.35
H: 3.13 -0.24 0.70
N: -1.37 -0.73 -0.52
C: -1.19 0.66 -0.19
O: 0.06 1.04 -0.13
O: -2.22 1.33 0.01
H: -2.31 -1.02 -0.33
H: -0.62 -1.39 -0.32
H: 1.03 0.15 0.10

Values from the calculation:
- Net charge: -1
- Frontier orbital gap: 8.54 eV
- Relative energy (zero: lowest compared OMol25 entry of this formula, charge and spin): 49.59 kJ/mol
- E_HOMO: -4.68 eV

(6)
Density functional theory data (ωB97M-V/def2-TZVPD) for the molecule C3H5NOS.

Positions of all 11 atoms, in Å:
C: -1.28 0.00 -0.19
C: 0.37 0.70 -0.28
C: 1.72 0.45 0.36
N: -1.29 -1.27 0.22
O: -2.18 0.71 -0.51
S: 3.05 -0.06 -0.43
H: 0.60 0.81 -1.33
H: 0.25 1.75 -0.03
H: 1.67 0.57 1.50
H: -0.62 -2.07 0.39
H: -2.29 -1.59 0.28

Values from the calculation:
- Net charge: 0
- Frontier orbital gap: 8.40 eV
- Structure (SMILES): NC(=O)CC=S
- Relative energy (zero: lowest compared OMol25 entry of this formula, charge and spin): 196.10 kJ/mol
- E_HOMO: -8.82 eV

(7)
Density functional theory data (ωB97M-V/def2-TZVPD) for a cluster of 2 separate species, C4H12N3O in total.

Positions of all 20 atoms, in Å:
C: -0.56 0.99 -1.22
O: -0.38 -0.34 -1.12
C: 0.76 1.76 -1.41
N: 0.57 3.21 -1.34
H: -1.22 1.31 -2.06
H: -1.05 1.45 -0.32
H: 1.48 1.37 -0.68
H: 1.15 1.50 -2.40
H: 0.04 3.42 -0.49
H: 1.46 3.68 -1.27
C: -0.34 -0.69 2.03
N: -0.03 -2.65 0.05
C: -0.17 -2.90 1.37
N: -0.31 -2.10 2.34
H: 0.59 -0.33 1.57
H: -0.49 -0.11 2.95
H: -1.12 -0.43 1.31
H: -0.18 -1.72 -0.43
H: -0.06 -3.47 -0.53
H: -0.14 -3.96 1.64

Values from the calculation:
- Net charge: -1
- Frontier orbital gap: 7.46 eV
- Relative energy (zero: lowest compared OMol25 entry of this formula, charge and spin): 126.13 kJ/mol
- E_HOMO: -3.35 eV

(8)
Density functional theory data (ωB97M-V/def2-TZVPD) for a structure of composition C29H31BF10N11S3Sc.

Positions of all 86 atoms, in Å:
Sc: -0.18 -0.75 -0.22
C: -2.26 -3.48 0.49
N: -1.29 -2.58 1.11
C: -1.92 -1.81 2.18
C: -2.93 -0.83 1.59
N: -2.32 -0.20 0.42
C: -2.95 0.85 -0.08
C: -2.31 1.60 -1.09
F: -1.04 1.12 -1.43
C: -2.82 2.71 -1.72
F: -2.11 3.32 -2.69
C: -4.08 3.17 -1.36
F: -4.61 4.25 -1.97
C: -4.79 2.46 -0.39
F: -6.03 2.86 -0.06
C: -4.26 1.35 0.22
F: -5.07 0.71 1.10
C: -0.18 -3.37 1.64
C: 0.72 -3.86 0.50
N: 1.01 -2.75 -0.39
C: 1.97 -2.94 -1.28
C: 2.33 -1.84 -2.10
F: 1.59 -0.69 -1.90
C: 3.32 -1.85 -3.06
F: 3.57 -0.74 -3.77
C: 4.05 -3.02 -3.27
F: 5.04 -3.06 -4.19
C: 3.73 -4.15 -2.52
F: 4.40 -5.29 -2.73
C: 2.73 -4.12 -1.57
F: 2.49 -5.29 -0.93
H: -2.62 -4.22 1.21
H: -1.82 -3.99 -0.36
H: -3.12 -2.91 0.12
H: -1.14 -1.23 2.68
H: -2.41 -2.47 2.91
H: -3.16 -0.07 2.35
H: -3.86 -1.34 1.33
H: -0.54 -4.22 2.23
H: 0.43 -2.73 2.28
H: 0.23 -4.68 -0.04
H: 1.64 -4.25 0.95
C: 1.37 2.23 -2.68
N: 0.92 3.04 -1.58
C: 0.42 4.31 -1.69
C: 0.34 4.81 -0.43
N: 0.79 3.87 0.45
B: 1.38 4.27 1.84
N: 0.68 3.65 3.08
C: 0.99 4.14 4.31
C: 0.32 3.44 5.25
N: -0.41 2.49 4.59
C: -1.29 1.51 5.17
C: -0.18 2.64 3.25
S: -1.00 1.70 2.12
C: 1.09 2.78 -0.26
S: 1.56 1.27 0.37
H: 1.68 2.88 -3.50
H: 0.60 1.55 -3.05
H: 2.22 1.63 -2.34
H: 0.18 4.75 -2.63
H: 0.00 5.76 -0.10
H: 1.25 5.46 1.93
H: 2.53 3.92 1.86
H: 1.66 4.97 4.43
H: 0.28 3.53 6.32
H: -1.41 1.73 6.23
H: -0.87 0.50 5.05
H: -2.26 1.55 4.67
N: 4.19 -0.29 0.09
C: 3.91 -1.40 0.79
N: 4.67 -2.49 0.55
S: 2.68 -1.45 1.90
H: 4.90 -0.27 -0.62
H: 3.59 0.51 0.23
H: 5.50 -2.44 -0.02
H: 4.56 -3.29 1.15
N: -2.72 -1.33 -3.97
C: -1.53 -1.55 -4.60
C: -0.59 -1.60 -3.61
N: -1.17 -1.42 -2.39
C: -2.46 -1.27 -2.65
H: -3.62 -1.22 -4.41
H: -1.44 -1.63 -5.66
H: 0.46 -1.77 -3.73
H: -3.21 -1.09 -1.91

Values from the calculation:
- Net charge: 0
- Frontier orbital gap: 6.30 eV
- Relative energy (zero: lowest compared OMol25 entry of this formula, charge and spin): 190.02 kJ/mol
- E_HOMO: -6.36 eV

(9)
Density functional theory data (ωB97M-V/def2-TZVPD) for a structure of composition C20H41MoN2P3S.

Positions of all 68 atoms, in Å:
Mo: 0.10 -0.56 -0.10
P: -1.87 -1.68 0.30
P: 1.58 -2.50 -0.43
P: -0.14 -0.45 -2.43
H: 0.52 4.88 -1.41
C: -0.34 4.24 -1.65
C: -1.56 4.51 -1.17
H: -1.72 5.42 -0.52
C: -2.38 -1.73 2.06
C: -2.16 -3.44 -0.18
C: -3.34 -0.82 -0.41
C: 3.28 -1.84 -0.67
C: 1.81 -3.64 1.01
C: 1.48 -3.76 -1.79
C: -1.26 0.97 -2.39
C: -1.04 -1.74 -3.37
C: 1.17 -0.05 -3.60
H: -0.15 3.61 -2.53
H: -2.52 4.05 -1.49
H: -2.18 -0.75 2.53
H: -1.80 -2.49 2.60
H: -3.45 -1.96 2.13
H: -1.41 -4.09 0.28
H: -2.12 -3.55 -1.27
H: -3.16 -3.75 0.17
H: -3.31 0.24 -0.11
H: -4.27 -1.27 -0.03
H: -3.35 -0.89 -1.51
H: 4.02 -2.61 -0.92
H: 3.60 -1.34 0.25
H: 3.27 -1.09 -1.47
H: 2.48 -4.49 0.81
H: 0.84 -4.05 1.32
H: 2.22 -3.09 1.86
H: 2.25 -4.54 -1.70
H: 1.62 -3.29 -2.78
H: 0.51 -4.27 -1.79
H: -1.55 1.27 -3.41
H: -0.77 1.83 -1.93
H: -2.18 0.76 -1.84
H: -1.04 -1.45 -4.43
H: -2.07 -1.85 -3.03
H: -0.51 -2.69 -3.26
H: 0.73 0.19 -4.58
H: 1.81 -0.92 -3.72
H: 1.77 0.80 -3.25
C: -0.92 3.24 1.62
C: -0.13 2.69 0.61
C: 1.22 3.04 0.56
C: 1.81 3.66 1.68
C: 1.05 3.87 2.83
C: -0.33 3.69 2.82
S: -2.64 3.31 1.48
H: -2.78 3.29 2.77
H: -0.68 2.19 -0.21
H: 1.82 2.83 -0.34
H: 2.88 3.85 1.68
H: 1.48 4.25 3.76
H: -0.94 3.91 3.69
N: 1.96 0.48 1.91
C: 2.35 0.69 3.19
C: 1.63 -0.20 3.97
C: 0.75 -0.89 3.12
N: 0.92 -0.40 1.85
H: 2.31 0.94 1.07
H: 3.07 1.44 3.47
H: 1.70 -0.34 5.04
H: 0.05 -1.68 3.32

Values from the calculation:
- Net charge: +4
- Frontier orbital gap (spin up / spin down): 3.22 / 3.29 eV
- Expectation value of S²: 2.10
- Relative energy (zero: lowest compared OMol25 entry of this formula, charge and spin): 250.50 kJ/mol
- E_HOMO (spin up / spin down): -19.45 / -19.17 eV
- Spin multiplicity: 3

(10)
Density functional theory data (ωB97M-V/def2-TZVPD) for a cluster of 2 separate species, C10H16NS in total.

Positions of all 28 atoms, in Å:
C: 0.14 -0.30 0.32
C: 5.29 0.20 -0.58
C: 4.10 0.21 -1.07
C: -0.48 0.82 -0.05
C: 0.19 -1.18 1.55
C: 1.15 -2.13 0.81
C: 1.25 -1.11 -0.27
C: -0.18 1.77 -1.21
C: -1.81 1.28 0.65
C: -2.95 0.42 0.05
N: -2.61 -1.09 -0.06
S: 0.49 -2.68 -0.82
H: 6.03 0.04 0.22
H: 5.62 0.08 -1.63
H: 2.16 -0.84 -0.94
H: 0.71 -0.59 2.30
H: -0.67 -1.58 2.08
H: 2.03 -2.79 1.20
H: -1.13 2.28 -1.66
H: 0.34 2.56 -0.79
H: 0.42 1.23 -1.98
H: -2.03 2.30 0.33
H: -1.71 1.13 1.74
H: -3.90 0.54 0.67
H: -3.00 0.70 -1.07
H: -3.18 -1.53 -0.85
H: -2.89 -1.66 0.85
H: -1.53 -1.19 -0.35

Values from the calculation:
- Net charge: +1
- Frontier orbital gap: 9.09 eV
- Relative energy (zero: lowest compared OMol25 entry of this formula, charge and spin): 551.42 kJ/mol
- E_HOMO: -12.19 eV